{
  "formula": "C25H23F3N4O5SSeSn",
  "method": "the ωB97M-V functional and the def2-TZVPD basis",
  "symbols": ["Sn", "O", "C", "C", "C", "N", "C", "C", "C", "O", "O", "C", "O", "O", "H", "H", "H", "F", "C", "F", "F", "C", "C", "C", "C", "N", "C", "S", "H", "H", "H", "C", "N", "C", "Se", "N", "C", "C", "C", "C", "C", "C", "H", "H", "H", "H", "H", "H", "H", "H", "C", "C", "C", "C", "H", "H", "H", "H", "H", "H", "H", "H", "H"],
  "xyz": [[-0.66505, 1.51035, -0.82312], [4.70536, 1.33712, 2.69618], [3.59544, 1.39490, 1.88801], [3.36234, 0.39390, 0.92616], [2.12524, 0.47201, 0.24732], [1.38710, 1.61008, 0.28080], [1.52950, 2.47920, 1.30991], [2.64988, 2.44165, 2.10492], [0.30690, 3.33694, 1.60746], [0.16068, 3.85846, 2.73653], [-0.66647, 3.17994, 0.76193], [1.72067, -0.60614, -0.64742], [2.50579, -1.44509, -1.13624], [0.38020, -0.63184, -0.91259], [5.36132, 0.68086, 2.46976], [3.99931, -0.44491, 0.78456], [2.75027, 3.18905, 2.87193], [-4.24822, 0.99670, 4.28584], [-4.00156, 2.28182, 3.79637], [-5.02802, 3.12415, 4.16726], [-2.91934, 2.76360, 4.45436], [-3.88906, 2.21481, 2.30282], [-4.88977, 2.75654, 1.48199], [-4.93218, 2.40138, 0.13564], [-3.90317, 1.51085, -0.28574], [-2.93974, 0.96894, 0.40492], [-2.88933, 1.30302, 1.70472], [-1.53576, 0.65085, 2.51949], [-5.55647, 3.49164, 1.89337], [-5.61150, 2.91793, -0.56787], [-3.80703, 1.26663, -1.32587], [0.33500, -2.74817, -2.89758], [0.91164, -1.51541, -3.43638], [-0.01184, -0.68187, -4.05046], [-1.72851, -0.41406, -3.62038], [0.72525, 0.24893, -4.76878], [1.99568, -0.22527, -4.95093], [3.00627, 0.30914, -5.67164], [4.27898, -0.19032, -5.48528], [4.44555, -1.34628, -4.67126], [3.40076, -1.89560, -3.94990], [2.14935, -1.34248, -4.12039], [1.02448, -3.39504, -2.31950], [-0.03098, -3.29379, -3.77447], [-0.63006, -2.53455, -2.28875], [0.32161, 0.99358, -5.32182], [2.84197, 1.06166, -6.49516], [5.19900, 0.25930, -5.87562], [5.43300, -1.73942, -4.51481], [3.53398, -2.69373, -3.26073], [-0.80916, -3.44025, 2.47641], [-0.95477, -1.99847, 2.98385], [-1.42422, -2.04093, 4.44781], [-1.82883, -1.12382, 2.06455], [0.20770, -3.82527, 2.72885], [-0.90321, -3.35914, 1.36111], [-1.51586, -4.17660, 2.94828], [0.07934, -1.56555, 2.99321], [-2.47253, -2.34860, 4.37163], [-1.31988, -1.07814, 4.86798], [-0.85817, -2.78950, 4.94265], [-2.91111, -1.28819, 2.15857], [-1.54778, -1.22750, 0.99556]],
  "forces_ev_per_angstrom": [[0.7, -0.2, 0.2], [-1.2, 1.2, 0.0], [0.6, -0.2, 0.2], [-2.1, 1.3, 0.5], [2.5, 2.4, 0.5], [-0.8, -1.7, 1.1], [0.7, -0.3, -0.8], [0.7, -0.9, -0.2], [-2.0, 0.0, 2.2], [1.2, -0.7, -2.4], [0.7, 0.0, -0.4], [-2.9, -2.8, -2.9], [-0.9, 1.8, 1.6], [2.5, 1.3, 1.2], [-0.1, -0.5, -0.5], [0.4, -0.6, -0.1], [0.2, -0.1, 0.3], [0.1, 1.9, -0.4], [0.0, 0.3, 1.2], [0.7, -1.3, -0.3], [-0.7, -0.7, -0.7], [1.2, -2.1, -1.4], [0.9, -0.3, 0.0], [1.4, -0.2, 0.2], [-2.2, 1.2, -1.7], [0.2, 0.8, 1.7], [-2.2, 1.8, 0.4], [0.7, -0.9, 1.0], [-0.3, 0.0, 0.1], [0.5, -0.7, 0.4], [-0.4, 0.0, -0.7], [-1.3, -0.8, 0.6], [-1.0, -0.1, -2.0], [2.0, 1.8, 1.4], [-1.2, -0.2, -0.2], [-1.1, -1.1, -0.5], [-0.5, -0.7, 1.0], [1.4, 1.7, -2.3], [0.7, -1.6, 0.8], [0.0, 1.2, 0.0], [-0.3, 0.0, -0.5], [-0.6, 0.7, 0.7], [-0.2, 0.9, -0.4], [0.1, -0.3, 0.2], [2.1, 0.0, -0.9], [-0.2, -0.3, 0.2], [0.0, -0.5, 1.4], [-0.7, -0.1, -0.3], [0.3, -0.1, 0.0], [0.2, -0.5, 0.4], [0.3, -0.2, -0.7], [0.8, 0.0, 0.5], [-0.8, -0.1, -2.2], [0.4, 0.2, -0.3], [-0.7, 0.3, -0.3], [0.1, -0.8, 0.9], [0.3, 0.9, -0.7], [-0.7, -0.1, -0.3], [0.0, 0.1, 0.6], [-0.1, 0.9, 0.9], [0.5, -0.5, 0.8], [0.3, -0.2, 0.2], [-0.1, -0.1, 0.7]],
  "spin_multiplicity": 1,
  "homo_ev": -7.5,
  "lumo_ev": -0.72
}


{
  "formula": "C25H23N3O12P2S2Zr",
  "method": "the ωB97M-V functional and the def2-TZVPD basis",
  "symbols": ["Zr", "O", "C", "C", "C", "N", "C", "C", "C", "O", "O", "C", "O", "O", "H", "H", "H", "S", "C", "N", "C", "C", "N", "C", "C", "C", "C", "C", "C", "C", "C", "S", "C", "C", "C", "C", "C", "C", "C", "H", "H", "H", "H", "H", "H", "H", "H", "H", "H", "H", "H", "H", "H", "H", "H", "H", "H", "O", "P", "O", "O", "O", "P", "O", "O", "O", "H", "H"],
  "xyz": [[-0.30206, 1.06756, 2.41208], [-5.82841, -1.01620, 0.17672], [-4.64509, -0.53521, 0.64326], [-4.44295, -0.47582, 1.99711], [-3.18803, -0.09785, 2.39869], [-2.23909, 0.22697, 1.54076], [-2.41912, 0.19822, 0.22419], [-3.61897, -0.19295, -0.27737], [-1.16526, 0.56516, -0.52750], [-0.97246, 0.30427, -1.68067], [-0.26498, 1.00648, 0.30001], [-2.71950, -0.07204, 3.81857], [-3.49523, -0.40216, 4.68760], [-1.48089, 0.30920, 3.97033], [-6.36895, -1.26681, 0.94247], [-5.26881, -0.63139, 2.72171], [-3.68349, -0.23572, -1.38998], [2.27293, -0.32795, 2.64786], [1.95506, -0.81754, 1.05984], [2.50223, -0.26619, -0.00257], [2.20899, -0.85441, -1.28474], [2.08518, -2.35765, -1.18600], [1.13040, -2.75188, -0.16074], [0.28919, -3.98417, -0.35792], [-0.55418, -3.94735, -1.65629], [-0.32193, -4.85675, -2.68871], [-1.17236, -4.85211, -3.76170], [-2.20216, -3.91067, -3.86589], [-2.38025, -2.97912, -2.85342], [-1.55673, -2.95972, -1.76587], [0.89779, -1.88316, 0.80283], [-0.27633, -1.97913, 2.00795], [3.44950, 0.86383, -0.00587], [3.30913, 1.73591, -1.22412], [4.38832, 1.88287, -2.01750], [4.46601, 2.87128, -3.00401], [3.40183, 3.70294, -3.22929], [2.33318, 3.54043, -2.43135], [2.14795, 2.55739, -1.45088], [3.03909, -0.67366, -1.95498], [1.28583, -0.45383, -1.73902], [3.07846, -2.76064, -0.91810], [1.74965, -2.74879, -2.12840], [-0.39990, -4.07191, 0.45571], [0.91160, -4.92415, -0.32642], [0.55276, -5.57937, -2.67607], [-1.11882, -5.56655, -4.57933], [-2.90700, -3.96437, -4.71211], [-3.20481, -2.30901, -2.89353], [-1.67633, -2.29164, -0.86746], [4.43684, 0.35370, 0.02521], [3.28810, 1.39893, 0.84338], [5.24156, 1.25499, -1.91008], [5.40666, 2.97503, -3.58052], [3.37273, 4.46192, -4.05799], [1.47530, 4.24174, -2.48648], [1.33895, 2.57493, -0.79601], [-2.20780, 3.99968, 4.36099], [-1.38044, 4.16809, 2.98258], [-1.87685, 5.34666, 2.24818], [-1.41627, 2.78548, 2.26208], [0.12369, 4.37722, 3.41492], [1.18348, 3.14483, 3.53804], [2.38784, 3.79615, 4.30612], [1.50312, 2.63933, 2.12014], [0.49346, 1.99608, 4.23707], [-3.00324, 4.48613, 4.17118], [2.05191, 4.16449, 5.13139]],
  "forces_ev_per_angstrom": [[0.1, -0.7, 0.2], [0.3, 0.3, 0.0], [-0.4, -0.6, -1.4], [-0.5, 0.4, 0.8], [0.5, 0.1, -0.1], [0.3, 0.4, 0.4], [-0.4, 0.2, 0.7], [-0.7, -0.3, -1.3], [0.4, -0.5, 1.1], [-0.3, 0.0, -1.2], [0.7, 0.3, 0.2], [-0.4, 0.0, 0.9], [0.2, 0.0, 0.1], [-0.2, -0.1, -0.5], [0.1, 0.1, -0.3], [0.9, -0.1, -0.4], [-0.5, -0.1, 1.1], [0.0, 0.1, -0.4], [0.1, 1.1, -0.2], [-0.4, -0.5, 0.1], [-0.8, -0.6, -1.0], [0.9, -0.2, 0.7], [-1.0, -0.5, -0.4], [0.5, -0.3, -1.3], [0.9, 0.6, 0.6], [1.3, -0.6, 0.6], [-1.2, 0.3, -1.4], [-0.1, -0.5, 0.0], [-0.4, 0.0, -0.5], [1.1, -0.7, 2.0], [-0.1, -0.5, 2.0], [0.0, 0.1, -1.0], [0.5, -2.4, -2.2], [-2.4, 0.5, 1.1], [1.2, 0.9, -1.5], [1.3, -0.5, -0.7], [1.2, 0.8, -1.8], [-4.3, 0.3, 1.8], [4.1, 0.1, -1.0], [0.1, 0.3, -0.2], [0.3, 0.2, 0.3], [-0.3, -0.2, -0.3], [0.0, -0.3, -0.5], [-0.2, 0.3, 0.7], [-0.2, 1.2, -0.2], [-1.3, 0.9, 0.3], [0.4, 0.0, 0.2], [0.5, 0.1, 0.5], [-0.5, 0.6, -0.2], [-0.1, -0.6, -1.3], [-0.3, 0.7, 0.0], [-0.4, 1.5, 2.6], [0.6, -0.4, 0.4], [-0.7, -0.2, 0.3], [0.3, -0.8, 1.1], [0.6, -0.4, -0.4], [-1.3, -0.2, 0.8], [1.2, -0.5, -0.5], [-2.0, 0.6, -1.0], [0.2, -0.8, 0.2], [0.4, 0.3, 0.5], [1.7, -0.5, 1.0], [-0.2, -0.1, -2.4], [-0.2, -0.2, -0.2], [-0.5, 0.6, 1.5], [0.0, 0.2, 0.4], [-0.8, 0.5, 0.2], [0.2, 0.2, 0.3]],
  "spin_multiplicity": 1,
  "homo_ev": -8.7,
  "lumo_ev": -1.16
}


{
  "formula": "C25H23N3O5S",
  "method": "the ωB97M-V functional and the def2-TZVPD basis",
  "symbols": ["C", "C", "O", "C", "C", "C", "C", "N", "C", "O", "C", "C", "C", "C", "C", "O", "N", "C", "C", "C", "C", "O", "C", "C", "C", "O", "C", "C", "S", "N", "C", "C", "C", "C", "H", "H", "H", "H", "H", "H", "H", "H", "H", "H", "H", "H", "H", "H", "H", "H", "H", "H", "H", "H", "H", "H", "H"],
  "xyz": [[3.89330, 1.17433, 9.84557], [2.99584, -0.05986, 9.84591], [3.17144, -0.86190, 8.69516], [2.63490, -0.47140, 7.50757], [1.80056, 0.62328, 7.30713], [1.29757, 0.90640, 6.04950], [1.62020, 0.10299, 4.96400], [1.13620, 0.33428, 3.66903], [0.38904, 1.37545, 3.21141], [0.02073, 2.31865, 3.87942], [0.05305, 1.27043, 1.75373], [0.01151, 2.45198, 1.00968], [-0.31182, 2.41855, -0.32870], [-0.62181, 1.20816, -0.94532], [-0.96586, 1.17022, -2.37382], [-0.98398, 2.13797, -3.09849], [-1.28812, -0.09468, -2.86144], [-1.55728, -0.20211, -4.26324], [-2.80054, 0.10138, -4.77145], [-3.05142, -0.00119, -6.12939], [-2.03355, -0.41323, -6.98006], [-2.15281, -0.55541, -8.32498], [-3.39537, -0.27270, -8.92471], [-0.76996, -0.71421, -6.46580], [-0.51541, -0.60844, -5.11089], [0.67309, -0.86647, -4.50964], [1.73700, -1.32625, -5.30957], [-1.28132, -1.24784, -2.13258], [-1.68432, -2.71273, -2.75943], [-0.93962, -1.15077, -0.81767], [-0.60746, 0.02541, -0.19499], [-0.26264, 0.06009, 1.15493], [2.45507, -0.99648, 5.16233], [2.95398, -1.27920, 6.41308], [3.65672, 1.82750, 9.00926], [3.75935, 1.72459, 10.77280], [4.93411, 0.87212, 9.76083], [3.27037, -0.71713, 10.67589], [1.94253, 0.22229, 9.96497], [1.52266, 1.27133, 8.12277], [0.65446, 1.75857, 5.90908], [1.44327, -0.34408, 2.98584], [0.23593, 3.38193, 1.50756], [-0.34015, 3.31561, -0.92754], [-3.58283, 0.41771, -4.09891], [-4.03343, 0.23915, -6.50055], [-4.18262, -0.93131, -8.54523], [-3.68648, 0.77096, -8.77098], [-3.25570, -0.45461, -9.98910], [-0.01282, -1.02651, -7.16521], [2.56979, -1.48616, -4.62656], [1.48372, -2.26968, -5.80171], [2.02037, -0.58345, -6.06112], [-0.95143, -2.01763, -0.29616], [-0.28459, -0.85895, 1.72394], [2.71431, -1.63286, 4.32734], [3.59817, -2.12881, 6.57391]],
  "forces_ev_per_angstrom": [[-0.2, -0.3, -0.1], [0.1, 0.3, 0.3], [0.1, -0.2, -0.2], [-0.1, 0.0, -0.2], [0.2, -0.2, 0.3], [-0.1, 0.0, -0.3], [0.0, 0.1, 0.5], [0.1, -0.3, -0.3], [0.1, -0.2, -0.1], [0.0, 0.1, 0.1], [-0.2, 0.0, -0.4], [0.0, 0.0, 0.1], [0.0, -0.2, 0.0], [0.1, -0.2, 0.4], [0.1, 0.4, 0.1], [0.0, 0.0, 0.2], [-0.1, 0.0, -0.3], [0.0, 0.1, -0.3], [0.5, -0.1, 0.1], [-0.1, 0.0, -0.4], [0.0, 0.0, 0.3], [0.3, -0.1, 0.1], [-0.2, 0.0, -0.1], [0.2, -0.1, 0.0], [-0.3, 0.1, 0.1], [-0.4, 0.2, 0.0], [0.2, -0.1, -0.1], [-0.1, -0.7, 0.4], [-0.1, -0.4, -0.1], [0.0, 0.0, -0.1], [0.1, 0.7, -0.1], [0.0, 0.1, 0.0], [-0.1, 0.1, 0.0], [0.0, 0.1, 0.2], [0.0, 0.1, 0.0], [0.0, 0.1, 0.1], [0.1, 0.0, 0.0], [-0.1, 0.1, -0.1], [0.1, -0.1, 0.0], [0.0, 0.0, 0.1], [0.0, 0.0, 0.0], [-0.1, 0.2, 0.0], [0.0, 0.1, 0.0], [0.0, 0.1, -0.1], [-0.1, 0.0, 0.1], [-0.1, 0.0, -0.1], [0.0, 0.0, 0.0], [0.0, 0.0, 0.0], [-0.1, 0.0, 0.1], [0.1, 0.0, -0.1], [0.0, 0.0, -0.1], [0.0, 0.0, 0.0], [0.0, 0.0, 0.0], [0.0, 0.1, -0.2], [0.0, -0.1, 0.1], [0.0, -0.1, -0.1], [0.1, -0.1, 0.0]],
  "smiles": "CCOc1ccc(NC(=O)c2ccc3c(=O)n(-c4ccc(OC)cc4OC)c(=S)[nH]c3c2)cc1",
  "spin_multiplicity": 1,
  "homo_ev": -8.1,
  "lumo_ev": -0.19
}


{
  "formula": "C25H23N6PdSbSe4",
  "method": "the ωB97M-V functional and the def2-TZVPD basis",
  "symbols": ["Pd", "N", "C", "C", "C", "C", "C", "C", "N", "C", "C", "C", "C", "N", "C", "C", "H", "H", "H", "H", "H", "H", "H", "H", "H", "C", "C", "C", "C", "C", "C", "C", "C", "N", "H", "H", "H", "H", "H", "H", "Se", "Sb", "Se", "Se", "Se", "C", "C", "C", "C", "N", "N", "C", "H", "H", "H", "H", "H", "H", "H", "H"],
  "xyz": [[-0.09170, -0.05265, -0.59976], [6.79737, 1.14973, 1.10318], [8.15768, 1.19178, 0.91139], [9.17859, 1.86573, 1.57302], [10.46118, 1.66919, 1.09742], [10.71683, 0.83346, -0.00211], [9.69516, 0.17837, -0.66133], [8.39260, 0.36676, -0.19963], [7.19866, -0.13855, -0.67720], [6.28189, 0.34843, 0.11977], [4.83896, 0.11407, -0.01970], [3.95651, 0.27090, 1.04054], [2.59402, 0.12203, 0.82090], [2.09811, -0.15474, -0.38987], [2.95099, -0.34519, -1.40103], [4.31971, -0.23504, -1.26251], [6.27087, 1.74040, 1.73047], [8.97554, 2.51664, 2.41304], [11.28822, 2.17326, 1.58126], [11.73802, 0.70788, -0.33992], [9.88480, -0.46061, -1.51405], [4.29685, 0.50622, 2.04085], [1.85684, 0.22470, 1.61505], [2.49870, -0.57189, -2.35842], [4.98152, -0.37612, -2.10514], [-0.11360, 2.02608, -0.77253], [1.06889, 2.64652, -0.18001], [2.21519, 2.95808, -0.93508], [3.36372, 3.43655, -0.34447], [3.40119, 3.62685, 1.04400], [2.24965, 3.38592, 1.80397], [1.10245, 2.91995, 1.20018], [4.63469, 3.94931, 1.68553], [5.64157, 4.13609, 2.21984], [-0.19084, 2.23709, -1.84134], [-1.01749, 2.35405, -0.26276], [2.19567, 2.78144, -2.00489], [4.25149, 3.62906, -0.93605], [2.27264, 3.53737, 2.87595], [0.21667, 2.69604, 1.79278], [-4.55984, -0.73891, 2.51373], [-2.62946, 0.60104, 1.82764], [-2.86251, 3.01007, 2.11652], [-0.51863, -0.26625, 2.79086], [-2.47666, 0.21251, -0.73037], [2.15618, -5.05020, 0.34475], [0.97195, -4.22890, -0.03839], [-0.31559, -4.56526, -0.36950], [-0.99619, -3.34383, -0.58895], [-0.15559, -2.32721, -0.43571], [1.02325, -2.88843, -0.10135], [-2.44968, -3.21747, -0.89129], [1.86635, -6.09581, 0.43358], [2.56523, -4.73066, 1.30506], [2.95184, -4.98042, -0.40072], [-0.74349, -5.55372, -0.40253], [1.78478, -2.28561, 0.14288], [-2.90449, -4.20910, -0.84742], [-2.61653, -2.78246, -1.87557], [-2.95379, -2.57165, -0.17319]],
  "forces_ev_per_angstrom": [[-0.1, 0.2, 0.1], [-0.1, 0.0, 0.1], [0.0, 0.0, 0.0], [0.0, 0.0, 0.0], [0.0, 0.0, 0.0], [0.0, 0.0, 0.0], [0.0, 0.0, 0.0], [0.0, 0.0, 0.0], [0.0, -0.1, 0.0], [0.1, 0.0, 0.0], [0.0, 0.0, 0.0], [0.0, 0.0, 0.0], [0.1, 0.0, -0.1], [0.0, 0.0, 0.1], [0.0, 0.0, -0.1], [0.0, 0.1, 0.0], [0.0, 0.1, 0.0], [0.0, 0.0, 0.0], [0.0, 0.0, 0.0], [0.0, 0.0, 0.0], [0.0, 0.0, 0.0], [0.0, 0.0, 0.0], [-0.1, 0.0, 0.0], [0.0, 0.0, 0.0], [0.0, 0.0, 0.0], [-0.1, -0.2, -0.2], [0.2, 0.0, 0.1], [-0.1, 0.0, 0.0], [0.1, -0.1, 0.1], [0.0, 0.0, -0.1], [0.0, 0.0, 0.0], [-0.1, -0.1, 0.1], [0.0, 0.0, 0.0], [0.1, -0.1, 0.0], [0.0, 0.0, 0.0], [0.0, 0.1, 0.0], [0.0, 0.0, 0.0], [0.0, 0.0, 0.0], [0.0, 0.0, 0.0], [0.1, 0.1, 0.0], [0.1, 0.0, -0.1], [-0.2, -0.2, 0.0], [0.1, 0.1, 0.0], [0.2, 0.0, -0.1], [0.0, -0.1, 0.1], [0.0, 0.0, 0.0], [0.1, 0.0, 0.0], [-0.1, 0.0, 0.1], [0.1, 0.0, 0.1], [-0.1, 0.0, -0.1], [0.0, -0.1, -0.1], [-0.1, 0.0, 0.0], [0.0, 0.0, 0.0], [0.0, 0.0, 0.0], [0.0, 0.0, 0.0], [0.0, 0.0, 0.0], [0.1, 0.1, 0.1], [0.0, 0.0, -0.1], [0.0, 0.0, 0.0], [0.1, 0.0, 0.0]],
  "spin_multiplicity": 1,
  "homo_ev": -1.0,
  "lumo_ev": 3.31,
  "charge": -2
}